(1)
Molecular formula: C31H41ClN4O4PPtSi2
Method: DFT, ωB97M-V/def2-TZVPD

```
! RIJCOSX wB97M-V def2-TZVPD def2/J DEFGRID3
* xyz 1 1
Pt -0.024 -0.195 -0.595
Cl 1.184 5.910 3.280
C 1.078 4.814 1.926
C 2.201 4.644 1.084
C 2.167 3.774 0.036
C 1.010 2.968 -0.252
O 0.986 2.136 -1.204
C -0.141 3.230 0.575
C -1.387 2.649 0.261
N -1.541 1.658 -0.567
C -2.749 1.372 -1.150
C -3.714 2.289 -1.487
C -4.929 1.873 -2.073
C -5.167 0.554 -2.322
C -4.179 -0.410 -2.004
C -4.381 -1.792 -2.195
C -3.412 -2.674 -1.827
C -2.211 -2.185 -1.297
N -1.961 -0.906 -1.117
C -2.955 0.002 -1.446
C -0.070 4.148 1.659
H 3.093 5.229 1.281
H 3.020 3.679 -0.625
H -2.279 3.093 0.731
H -3.529 3.340 -1.306
H -5.680 2.615 -2.312
H -6.100 0.225 -2.762
H -5.315 -2.138 -2.623
H -3.538 -3.741 -1.948
H -1.435 -2.877 -1.029
H -0.946 4.313 2.279
C -2.032 0.758 3.828
Si -2.185 -0.505 2.472
C -3.756 -0.008 1.634
C -2.485 -2.292 2.907
N -0.572 -0.491 1.593
C 0.492 -0.724 2.253
C 0.548 -1.151 3.670
C 1.701 -1.313 4.306
C 2.980 -1.096 3.625
C 3.030 -0.748 2.343
C 1.807 -0.532 1.549
N 1.825 -0.188 0.307
Si 3.437 0.182 -0.531
C 4.320 -1.463 -0.599
C 3.296 0.880 -2.225
C 4.434 1.399 0.451
H -3.011 0.917 4.284
H -1.711 1.702 3.373
H -1.323 0.532 4.625
H -4.485 -0.036 2.451
H -4.099 -0.702 0.866
H -3.762 1.000 1.222
H -3.533 -2.427 3.185
H -1.871 -2.697 3.713
H -2.293 -2.899 2.016
H -0.373 -1.343 4.194
H 1.699 -1.621 5.344
H 3.903 -1.239 4.173
H 3.985 -0.629 1.868
H 3.663 -2.262 -0.952
H 4.718 -1.784 0.364
H 5.161 -1.390 -1.293
H 2.830 0.225 -2.950
H 4.321 1.081 -2.560
H 2.721 1.804 -2.227
H 4.911 0.986 1.339
H 3.822 2.244 0.772
H 5.226 1.781 -0.198
C 3.084 -2.305 -3.499
O 1.794 -1.671 -3.439
P 0.713 -1.646 -2.287
O 0.765 -3.158 -1.780
C 0.801 -3.572 -0.404
O -0.546 -1.668 -3.261
C -0.853 -0.480 -4.023
H 3.303 -2.426 -4.556
H 3.048 -3.284 -3.024
H 3.842 -1.683 -3.043
H 0.235 -4.497 -0.336
H 0.363 -2.813 0.244
H 1.832 -3.761 -0.107
H -0.142 -0.368 -4.839
H -0.826 0.407 -3.386
H -1.854 -0.620 -4.422
*
```

- Gap between HOMO and LUMO: 4.93 eV
- HOMO energy: -9.3178 eV
- LUMO level: -4.4 eV



(2)
Molecular formula: C12H27Br9N3O4P
Method: DFT, ωB97M-V/def2-TZVPD

```
! RIJCOSX wB97M-V def2-TZVPD def2/J DEFGRID3
* xyz 1 2
C 1.434 -3.793 -2.824
Br 3.315 -3.322 -3.280
Br 1.488 -5.288 -1.512
Br 0.421 -4.336 -4.443
H 0.950 -2.942 -2.344
C -2.606 -1.026 -2.458
Br -4.235 -1.282 -3.679
Br -0.976 -0.195 -3.395
Br -1.992 -2.768 -1.828
H -2.795 -0.305 -1.663
C -3.053 4.374 -2.075
Br -1.351 5.007 -3.008
Br -3.099 2.396 -1.720
Br -4.655 5.008 -3.089
H -3.122 4.770 -1.061
O 1.036 -1.246 0.289
P 2.011 -0.196 0.608
N 3.621 -0.649 0.272
C 4.789 0.188 0.389
C 3.988 -2.108 0.422
N 2.137 0.300 2.226
C 1.878 -0.728 3.188
C 2.902 1.471 2.803
N 1.627 1.254 -0.232
C 0.639 2.210 0.253
C 2.162 1.348 -1.579
H 5.570 -0.088 -0.320
H 5.248 0.207 1.377
H 4.533 1.203 0.084
H 3.813 -2.555 -0.557
H 3.492 -2.630 1.240
H 5.073 -2.215 0.435
H 2.701 -0.967 3.861
H 1.179 -0.239 3.867
H 1.334 -1.595 2.814
H 2.342 1.979 3.589
H 3.737 1.083 3.386
H 3.267 2.143 2.026
H 0.147 1.744 1.107
H 1.171 3.073 0.653
H -0.092 2.437 -0.523
H 2.047 2.395 -1.862
H 1.561 0.814 -2.314
H 3.210 1.055 -1.633
C -6.570 -0.554 -0.501
O -5.186 -0.817 -0.144
C -4.781 -0.531 1.091
O -5.564 -0.220 1.994
O -3.447 -0.775 1.172
C -2.771 -0.494 2.442
H -7.156 -0.828 0.376
H -6.954 -1.095 -1.366
H -6.581 0.524 -0.664
H -1.775 -0.936 2.407
H -3.369 -0.853 3.279
H -2.689 0.592 2.422
*
```

- Gap between HOMO and LUMO (spin up / spin down): 9.33 / 4.84 eV
- HOMO energy (spin up / spin down): -12.0551 / -12.0550 eV
- LUMO level (spin up / spin down): -2.7 / -7.2 eV



(3)
Molecular formula: C6H7NO2
Method: DFT, ωB97M-V/def2-TZVPD

```
! RIJCOSX wB97M-V def2-TZVPD def2/J DEFGRID3
* xyz 0 1
C 0.529 2.020 -2.440
C 0.681 0.889 -1.507
O 1.702 0.141 -1.587
N -0.289 0.819 -0.550
C -0.330 -0.221 0.483
C 0.334 -1.294 0.754
C -0.113 -1.866 1.926
C -1.216 -1.074 2.196
O -1.321 -0.062 1.361
H 1.026 2.744 -2.112
H 1.109 1.800 -3.270
H -0.583 2.361 -2.631
H -0.996 1.293 -0.373
H 1.108 -1.291 0.147
H 0.134 -2.916 2.443
H -2.134 -1.087 2.975
*
```

- Gap between HOMO and LUMO: 9.17 eV
- SMILES string: CC(=O)Nc1ccco1
- HOMO energy: -8.4218 eV
- LUMO level: 0.7 eV



Q: Which formula does entry 3 have?
A: C6H7NO2